DFT (wB97M-V/def2-TZVPD) results for a structure of composition C27H30F5MoN8OSTe.

Geometry as XYZ:
```
74
Properties=species:S:1:pos:R:3:forces:R:3:mulliken_charge:R:1
Mo -0.10533 -0.07614 -0.47503 0.05 0.00 -0.06 -0.6407
C 1.51589 2.28381 1.37375 -0.14 0.09 -0.06 -1.2942
C 2.87361 1.60394 1.42000 0.06 0.07 -0.07 -0.7354
C 2.91454 0.41111 2.34344 -0.05 -0.01 0.00 0.2524
C 4.09224 0.08349 3.00613 0.02 -0.03 -0.01 -1.0412
C 4.09117 -0.96896 3.90469 0.01 0.01 -0.01 -0.5759
C 2.90204 -1.65060 4.12549 0.00 -0.01 0.00 -1.0078
C 1.78457 -1.25677 3.41366 -0.01 -0.02 0.05 -0.2012
N 1.77487 -0.26042 2.52376 0.05 0.03 0.06 0.3029
N 0.67372 2.04921 0.13462 0.08 0.01 0.17 0.6859
C 1.36357 2.71598 -1.02209 -0.06 -0.01 0.08 -1.6618
C 1.44737 1.90202 -2.27167 -0.10 -0.02 -0.08 0.9826
C 2.21835 2.34611 -3.33215 -0.02 0.04 -0.03 -1.0432
C 2.19151 1.65218 -4.52888 0.03 0.02 -0.01 -0.6166
C 1.39214 0.52159 -4.62690 -0.05 -0.05 0.00 -1.0151
C 0.68428 0.11017 -3.52099 0.09 0.19 -0.04 -0.7049
N 0.70207 0.78986 -2.35931 0.09 -0.03 0.18 1.1967
C -0.57750 2.81856 0.39077 0.01 -0.04 -0.13 -1.4952
C -1.56722 2.59794 -0.71416 0.06 -0.04 0.07 0.3420
C -2.42297 3.58156 -1.16168 -0.02 0.03 -0.02 -0.8584
C -3.37103 3.26425 -2.12934 0.02 0.02 0.03 -0.7213
C -3.42220 1.96974 -2.61960 0.00 -0.04 -0.03 -1.0002
C -2.52441 1.03489 -2.14233 0.03 0.09 0.04 -0.6294
N -1.61707 1.33933 -1.20036 0.11 0.05 0.02 1.5290
H 0.90968 1.98063 2.22281 0.02 -0.08 0.04 0.7326
H 1.64988 3.36704 1.43041 -0.03 0.02 0.02 0.4916
H 3.20610 1.32549 0.41599 0.02 -0.03 0.06 0.3837
H 3.61025 2.33004 1.76539 -0.01 0.00 0.03 0.6422
H 4.99055 0.66377 2.83603 -0.02 -0.01 0.00 0.5038
H 4.99063 -1.23361 4.44507 -0.01 0.00 -0.01 0.4566
H 2.83764 -2.45098 4.85037 0.00 0.02 -0.01 0.4823
H 0.83378 -1.74871 3.59938 0.01 0.04 -0.01 0.5763
H 0.81259 3.62386 -1.27783 0.04 0.08 0.04 0.5203
H 2.35514 3.04544 -0.71959 0.07 -0.08 0.00 0.7967
H 2.82215 3.23763 -3.21655 -0.02 -0.01 -0.01 0.5758
H 2.78320 1.98750 -5.37073 -0.01 0.00 0.01 0.4788
H 1.32758 -0.05446 -5.53964 0.01 0.02 0.01 0.5486
H 0.09762 -0.78302 -3.54868 -0.15 -0.21 0.00 0.5551
H -0.98437 2.49101 1.34723 -0.03 -0.04 0.02 0.6914
H -0.34855 3.88072 0.49469 0.01 0.02 0.00 0.7244
H -2.35159 4.58245 -0.75600 -0.01 -0.01 -0.01 0.5695
H -4.05520 4.01993 -2.49245 0.00 0.00 0.00 0.4819
H -4.14142 1.67560 -3.37090 -0.01 0.02 0.00 0.5558
H -2.51755 0.02199 -2.50539 -0.02 -0.08 -0.04 0.4685
C -0.52888 -3.76953 2.14689 0.00 0.04 0.04 -1.8595
C -0.60511 -2.39840 1.55724 -0.24 -0.05 0.13 0.0679
N 0.22715 -1.97684 0.68063 0.24 0.25 -0.01 2.7475
N 1.20994 -2.85670 0.30882 0.02 0.15 -0.08 -0.6861
C 2.25697 -2.39326 -0.37062 0.10 -0.04 -0.01 0.4139
N 3.25138 -3.20038 -0.67381 0.03 -0.01 -0.03 -0.3503
S 2.26748 -0.75946 -0.83580 -0.05 -0.02 -0.09 -0.4510
C -1.64352 -1.42832 1.91740 0.04 -0.05 -0.04 0.7004
C -2.52944 -1.66820 2.94849 -0.03 0.02 0.02 -1.3910
C -3.51944 -0.73822 3.23975 -0.02 -0.01 0.03 -0.8300
C -3.59839 0.38547 2.44793 -0.03 0.04 -0.02 -1.3108
C -2.67602 0.55660 1.42819 -0.03 0.02 -0.09 -0.2091
N -1.68168 -0.29811 1.16201 0.04 -0.03 0.06 1.1967
H -0.52458 -4.53088 1.36374 -0.02 0.01 -0.03 0.5107
H -1.38140 -3.99908 2.77325 0.00 0.02 0.04 0.4874
H 0.37931 -3.86680 2.74857 -0.02 -0.05 -0.03 0.3824
H 1.09418 -3.83177 0.53334 0.00 -0.17 0.04 0.1914
H 3.27894 -4.16962 -0.39035 0.01 0.01 0.01 0.2148
H 4.01504 -2.86598 -1.24270 0.00 -0.01 0.00 0.2800
H -2.46169 -2.57162 3.53372 0.01 0.00 -0.01 0.3980
H -4.21701 -0.90750 4.04990 0.02 0.00 -0.02 0.4901
H -4.36460 1.13502 2.59236 0.01 -0.03 0.01 0.5521
H -2.77920 1.41492 0.78804 0.01 0.00 0.05 0.5921
F 0.20532 -3.28273 -2.80785 0.07 -0.07 0.07 -0.3939
Te -1.57428 -2.95919 -2.41037 -0.06 0.16 0.14 1.6038
F -3.34397 -2.63736 -2.04536 0.01 0.01 0.05 -0.3673
F -2.04353 -4.47482 -3.29481 0.05 -0.10 -0.04 -0.2964
F -1.40313 -3.96216 -0.85912 0.04 -0.12 0.06 -0.3707
F -1.72305 -2.00733 -3.98430 -0.01 0.05 0.06 -0.3784
O -1.10768 -1.44129 -1.46732 -0.29 -0.02 -0.60 -0.2194
```
Positions in Å, forces in eV/Å.

Values from the calculation:
**Energy above the lowest of the compared OMol25 structures with the same formula, charge and spin**: 0.00 kcal/mol
**E**: -76004.4601 eV
**LUMO energy (alpha / beta)**: -9.425 / -9.763 eV
**Spin multiplicity**: 3
**E_HOMO (alpha / beta)**: -16.94 / -16.94 eV
**Frontier orbital gap (alpha / beta)**: 0.27611 / 0.26374 hartree
**Charge**: +3